(1)
21
Properties=species:S:1:pos:R:3 method="wB97M-V/def2-TZVPD" e_above_lowest_kj_mol=396.93 gap_ev=8.21 total_energy_ev=-17279.33396 e_homo_ev=-7.417
C 2.1213 1.0462 -0.9648
C 0.4322 -0.4853 1.4071
C -2.7655 0.1408 1.1052
C 2.4459 -1.6806 -0.3302
C -2.0309 0.0190 -0.2070
C -1.9232 1.0449 -1.0445
S 1.0624 -0.4766 -0.1453
H 1.4243 1.8023 -0.8065
H 2.3907 0.7974 -1.9239
H 1.0958 -0.1931 2.1780
H -0.5784 -0.0834 1.5164
H -3.6818 -0.5058 1.0766
H -2.1545 -0.4191 1.8636
H -3.1925 1.2317 1.1726
H 2.8614 -1.7052 0.6412
H 2.0734 -2.5538 -0.7614
H 3.1947 -1.1823 -0.9945
H -2.0571 -1.0112 -0.4198
H 2.9937 1.2728 -0.4283
H -1.6234 0.8468 -2.0643
H -2.0885 2.0947 -0.8699

***

(2)
23
Properties=species:S:1:pos:R:3 method="wB97M-V/def2-TZVPD" e_above_lowest_kj_mol=763.08 gap_ev=7.05 total_energy_ev=-38947.28646 e_homo_ev=-6.974
C -4.9036 0.4059 -0.1676
C -1.8361 -0.8696 -1.1742
C 1.9531 1.6021 1.3049
C 3.6638 -0.2705 0.4904
C 0.3831 -1.5817 0.2077
C 2.1648 0.2959 0.4669
S -0.7382 -0.2931 -2.4567
S 1.3001 -1.0959 1.3901
S -3.3404 0.6338 -0.8477
H -4.9562 0.6840 0.8661
H -5.4631 -0.4817 -0.3983
H -2.5465 -1.5951 -1.5361
H 1.0624 1.5871 1.9080
H 2.9247 1.7278 1.8646
H 1.7871 2.5352 0.7166
H 3.5590 -1.3556 0.2694
H 4.0715 0.0709 1.4393
H 4.4754 0.1877 -0.2084
H -0.1750 -2.4515 0.6204
H -1.3795 -0.9962 -0.2290
H 1.8424 0.3755 -0.6735
H -0.1024 0.6235 -1.7775
H -3.7465 0.2615 -2.0754

***

(3)
21
Properties=species:S:1:pos:R:3 method="wB97M-V/def2-TZVPD" e_above_lowest_kj_mol=400.35 gap_ev="8.05 / 8.45" total_energy_ev=-14322.42201 e_homo_ev="-7.714 / -7.880"
C -1.4879 0.9321 -0.4488
C -0.9658 -0.1399 -1.3881
C -0.4382 1.8257 0.3055
C -0.0928 -0.9909 -0.6229
C 0.7093 1.0125 0.7734
C 1.0205 -1.6686 -1.2200
Si 0.7325 -0.0646 2.2549
H -2.3029 1.4976 -1.0162
H -2.0480 0.2732 0.2640
H -1.8222 -0.5972 -1.9428
H -0.4472 0.2992 -2.2064
H 0.0111 2.5837 -0.2779
H -0.8912 2.3837 1.1006
H -0.5215 -1.5551 0.1772
H 1.6869 1.1797 0.4030
H 0.8269 -2.7180 -1.4556
H 1.7568 -1.7057 -0.4902
H 1.6194 -1.2293 -2.1438
H -0.6372 -0.0690 3.1024
H 1.7508 0.5749 3.2362
H 1.3609 -1.3668 1.9988

***

(4)
21
Properties=species:S:1:pos:R:3 method="wB97M-V/def2-TZVPD" e_above_lowest_kj_mol=333.66 gap_ev=10.21 total_energy_ev=-14323.11319 e_homo_ev=-9.247 smiles="C=C(C)[SiH3].C=CC"
C 0.1733 -0.8171 2.7461
C -0.9378 0.0555 2.3004
C 1.3477 0.8054 -2.2276
C -1.0531 0.8402 -1.7367
C -0.6587 1.2631 1.7516
C 0.0851 0.1771 -1.7649
Si 0.0403 -1.6131 -1.2227
H 0.3066 -1.7019 2.2433
H 0.1778 -1.1628 3.7505
H -2.0049 -0.1107 2.5958
H 1.1756 1.7965 -2.1831
H 2.0011 0.4891 -1.5300
H 1.4867 0.5212 -3.3162
H 1.1768 -0.2029 2.7438
H -1.9465 0.3419 -1.4404
H -0.9869 1.8751 -2.1287
H -1.3597 1.9775 1.3406
H 0.3560 1.5055 1.6109
H -1.1098 -2.3817 -0.9662
H 1.1830 -1.4476 -0.1245
H 0.5473 -2.2104 -2.4419

***

(5)
21
Properties=species:S:1:pos:R:3 method="wB97M-V/def2-TZVPD" e_above_lowest_kj_mol=410.28 gap_ev=8.93 total_energy_ev=-14322.31904 e_homo_ev=-8.175
C 0.6221 0.3723 -1.0811
C 1.6083 0.5829 -0.1912
C 2.4390 1.8086 -0.0665
C 1.8751 -0.4275 0.9172
C -2.4122 0.3700 0.3518
C -2.5495 -0.9299 -0.4121
Si -0.9481 -1.7752 -0.7814
H 0.1067 1.1553 -1.7236
H 2.2276 2.4685 -0.8569
H 2.0864 2.2007 0.8531
H 3.4955 1.6185 0.0152
H 1.4524 -1.4211 0.8916
H 1.3085 0.0660 1.7147
H 2.9139 -0.4524 1.0646
H -1.4037 0.7446 0.4582
H -2.9236 1.2656 0.1665
H -2.6947 0.1871 1.2802
H -3.2463 -0.9173 -1.2148
H -2.9224 -1.6028 0.3983
H -0.0998 -2.6427 0.1272
H -0.9352 -2.6713 -1.9112

***

(6)
21
Properties=species:S:1:pos:R:3 method="wB97M-V/def2-TZVPD" e_above_lowest_kj_mol=596.88 gap_ev="9.21 / 6.26" total_energy_ev=-14320.38507 e_homo_ev="-9.191 / -6.767"
C -0.7396 0.2811 1.5803
C -1.4803 0.2506 0.5082
C -2.9234 -0.1646 0.4328
C -1.2683 0.9715 -0.7634
C 1.5738 -1.4891 -0.2824
C 2.2219 -0.2319 -0.8611
Si 2.7539 1.0622 0.3711
H -1.0578 -0.3045 2.4998
H -3.1179 -0.8411 1.2270
H -3.6720 0.5876 0.6341
H -2.9722 -0.7215 -0.4447
H -2.1566 1.6026 -1.1128
H -1.2949 0.3086 -1.6600
H -0.2990 1.3858 -0.6969
H 1.9774 -2.3823 -0.6739
H 1.8117 -1.6114 0.7922
H 0.4778 -1.5670 -0.2925
H 1.7315 0.2210 -1.7287
H 3.1367 -0.5533 -1.3349
H 2.7424 0.7545 1.7064
H 2.5549 2.4411 0.0993

***

(7)
32
Properties=species:S:1:pos:R:3 method="wB97M-V/def2-TZVPD" gap_ev=6.29 total_energy_ev=-68533.26901 e_homo_ev=-4.155 charge=-1
C -2.6020 0.5669 1.3840
C -2.1870 1.9474 0.8306
O -0.9247 2.3857 1.2706
Al 0.4940 1.7441 0.2966
C 1.3973 3.3084 -0.6846
N 2.7819 2.9237 -1.1681
C -0.0091 0.2907 -1.0729
C 1.0505 -0.7283 -1.2820
O 2.1368 -0.5370 -1.6385
I 0.5275 -2.8542 -0.9202
B 1.9215 1.0431 1.7262
N 1.6080 0.0475 2.7560
O 3.2383 1.5766 1.7298
H -3.2831 0.1027 0.6492
H -1.7361 -0.1085 1.4271
H -3.0795 0.6066 2.3666
H -2.2328 2.0067 -0.2743
H -2.9280 2.6810 1.2113
H 1.5399 4.1438 0.0184
H 0.8063 3.6400 -1.5599
H 2.8319 1.9107 -1.0942
H 2.8731 3.1237 -2.1597
H -0.3381 0.7436 -2.0199
H -0.8857 -0.2560 -0.6918
H 1.1421 -0.7734 2.3819
H 2.5038 -0.2416 3.1613
H 3.8800 0.8837 1.5194
C -2.1715 -6.0755 -1.5504
Cl -0.5528 -5.8829 -0.8728
Cl -2.6662 -4.6278 -2.4256
Cl -2.2414 -7.4943 -2.6057
H -2.8638 -6.2293 -0.7324

***

(8)
22
Properties=species:S:1:pos:R:3 method="wB97M-V/def2-TZVPD" e_above_lowest_kj_mol=212.33 gap_ev=9.32 total_energy_ev=-7139.21126 e_homo_ev=-8.666
B -0.8093 0.2607 0.1022
C -2.1238 -0.9918 -1.0141
C -1.4636 1.2042 1.1728
C 1.4436 1.4045 -0.3572
C 1.0951 -0.6616 1.3416
C 1.1177 -0.9335 -1.2612
C 0.8111 0.0137 -0.1270
H -2.5948 -1.7865 -0.3854
H -1.4231 -1.4302 -1.6884
H -2.9500 -0.4038 -1.4557
H -1.0367 2.1566 1.0539
H -1.1847 0.6734 2.1245
H -2.6291 1.2591 1.3024
H 0.8666 1.9762 -1.0645
H 2.4908 1.3596 -0.6455
H 1.3162 1.9396 0.5567
H 1.2904 -1.7917 1.2088
H 0.2424 -0.6469 1.9936
H 1.9627 -0.2624 1.8299
H 0.5543 -1.7964 -1.1159
H 0.7949 -0.4435 -2.1584
H 2.2292 -1.0992 -1.4132

***

(9)
22
Properties=species:S:1:pos:R:3 method="wB97M-V/def2-TZVPD" e_above_lowest_kj_mol=41.69 gap_ev="6.07 / 8.55" multiplicity=3 total_energy_ev=-7135.84261 s_squared=2.004 e_homo_ev="-5.414 / -10.465"
B 0.6224 -0.7350 -0.9053
C 2.1025 1.2388 2.6264
C 2.0446 -0.8196 -1.0061
C -1.0116 0.8796 0.2242
C -1.6305 0.0652 -2.1386
C -1.6545 -1.5903 -0.1600
C -0.8855 -0.3275 -0.7800
H 2.5511 0.6820 3.4876
H 1.4278 2.0242 3.0038
H 2.8998 1.8296 2.1161
H 2.5320 0.0587 -1.4712
H 1.7388 0.5905 1.8099
H 2.7062 -1.6164 -0.9683
H -1.8495 1.4751 -0.1017
H -0.0426 1.3424 0.2927
H -1.0847 0.4766 1.2463
H -2.6715 0.3832 -2.0000
H -1.6547 -0.9577 -2.5717
H -0.7798 0.6164 -2.5619
H -1.0337 -1.8799 0.6768
H -2.7226 -1.3430 0.0962
H -1.6040 -2.3931 -0.9151

***

(10)
27
Properties=species:S:1:pos:R:3 method="wB97M-V/def2-TZVPD" gap_ev=7.71 total_energy_ev=-63149.53846 e_homo_ev=-4.702 charge=-1
C -2.5879 0.9035 1.3112
C -2.5024 -0.1431 0.1558
C -1.4453 -1.2660 0.3656
Cl -1.6842 -2.0692 2.0212
B 0.1535 -0.6913 0.2049
S 0.8388 -0.3186 1.9756
C 0.2199 0.6271 -0.7635
C 1.6365 1.0325 -1.2624
C 2.5418 1.6805 -0.1649
Cl 1.3767 2.3625 -2.5416
P 1.1097 -2.1855 -0.6123
S 0.3420 -2.7358 -2.3581
H -1.6107 1.1695 1.7585
H -2.9833 1.8489 0.8666
H -3.3061 0.6237 2.1075
H -2.4062 0.3574 -0.8290
H -3.4983 -0.6490 0.1185
H -1.6608 -2.0812 -0.3534
H 2.1119 -0.8371 1.9182
H -0.2755 1.5209 -0.3184
H -0.3704 0.3769 -1.6796
H 2.1554 0.2280 -1.8172
H 3.1888 2.4855 -0.5519
H 1.9255 2.0640 0.6736
H 3.1364 0.8504 0.2783
H 2.4944 -1.8824 -0.8281
H 1.0996 -3.2720 0.3248